C5H23N10O6 | ωB97M-V/def2-TZVPD

Output
**Charge**: +1
**LUMO level**: -0.0812 Eh
**E_HOMO**: -12.11 eV

Structure (XYZ):
```
44
Properties=species:S:1:pos:R:3:nbo_charge:R:1
O 0.3201 -0.7920 -0.4748 -0.800
H -0.5801 -0.7888 -0.0488 0.594
H 0.4199 -0.0767 -1.1487 0.573
H 0.9753 -0.6371 0.2456 0.555
C 1.5386 -0.6222 3.1337 0.804
O 0.7198 -0.6874 2.2142 -0.740
N 2.6026 0.2085 3.0782 -0.824
N 1.4470 -1.3552 4.2785 -0.819
H 2.7115 0.7420 2.2349 0.400
H 3.3380 0.2952 3.7550 0.405
H 2.3028 -1.5401 4.7690 0.402
H 0.6716 -1.9923 4.3082 0.410
C -2.2567 -2.7731 1.1667 0.780
O -2.0911 -2.3133 0.0507 -0.675
N -1.6160 -2.2779 2.2558 -0.863
N -2.9223 -3.9447 1.4395 -0.836
H -1.7476 -2.7423 3.1357 0.378
H -0.8577 -1.6336 2.0770 0.429
H -3.2207 -4.0940 2.3890 0.379
H -3.5258 -4.3201 0.7290 0.405
C -0.0393 2.0139 -3.3446 0.789
O -0.0999 1.1143 -2.5154 -0.718
N 0.9026 2.9861 -3.3504 -0.827
N -0.9715 2.1418 -4.3297 -0.838
H 1.6582 2.9233 -2.6955 0.400
H 0.7696 3.8579 -3.8289 0.404
H -1.0682 2.9812 -4.8738 0.397
H -1.7157 1.4777 -4.4522 0.418
C 3.5602 -0.2433 -0.7627 0.751
O 3.1546 -1.3610 -1.0266 -0.638
N 4.5945 -0.0313 0.1020 -0.838
N 3.1449 0.8709 -1.4413 -0.874
H 4.8339 0.8923 0.4205 0.381
H 4.8603 -0.7807 0.7177 0.411
H 3.3470 1.7756 -1.0611 0.389
H 2.6871 0.6953 -2.3179 0.423
C -3.0338 1.0191 -0.4664 0.798
O -1.9829 0.5795 -0.0186 -0.716
N -3.1573 1.6133 -1.6765 -0.839
N -4.1564 1.0213 0.2976 -0.833
H -4.0373 1.9677 -2.0002 0.391
H -2.3228 1.8682 -2.1706 0.410
H -4.0985 0.6314 1.2200 0.411
H -5.0582 1.3310 -0.0137 0.391
```

---

C5H23N3O4 | ωB97M-V/def2-TZVPD

Output
**Charge**: +1
**LUMO level (spin up / spin down)**: -0.1038 / -0.1049 Eh
**E_HOMO (spin up / spin down)**: -5.77 / -11.31 eV
**Multiplicity**: 2

Structure (XYZ):
```
35
Properties=species:S:1:pos:R:3:nbo_charge:R:1
C -1.8170 1.1176 -1.3978 -0.675
C -1.4097 1.1577 0.0529 -0.034
C 0.1603 1.0366 0.5085 -0.453
C 1.2256 1.7481 -0.2677 -0.229
N 3.2028 -0.5123 -2.3861 -0.837
C 2.6699 0.2701 -1.4595 0.051
N 1.5398 0.9199 -1.5590 -0.665
N -1.9968 -0.1201 0.6758 -0.719
H -2.8584 0.8357 -1.5891 0.223
H -1.6423 2.1201 -1.8787 0.251
H -1.2549 0.3516 -2.0570 0.232
H -1.9074 2.0550 0.5460 0.223
H 0.0133 1.2654 1.5029 0.208
H 0.4934 -0.1116 0.5032 0.249
H 2.1634 1.9746 0.4295 0.231
H 0.9188 2.7307 -0.6870 0.203
H 2.6118 -0.6551 -3.2120 0.367
H 3.9979 -1.1177 -2.3261 0.403
H 3.2739 0.4591 -0.5122 0.187
H 0.8581 1.2000 -2.2976 0.383
H -1.4128 -0.8999 0.3381 0.455
H -2.9510 -0.3032 0.3482 0.432
H -2.0565 0.0177 1.7736 0.479
H 1.2615 -1.8218 2.3483 0.495
H 0.8354 -2.8280 1.2928 0.493
O 0.8493 -1.8507 1.4551 -0.947
H -2.0158 1.2551 4.0874 0.489
H -2.3687 2.4238 3.3809 0.494
O -2.1536 1.5170 3.1469 -0.969
H -3.0981 -3.6530 -0.6044 0.482
H -3.7755 -2.5631 -1.3009 0.477
O -2.9331 -2.7527 -0.8678 -0.958
H 2.4982 -1.7551 0.9551 0.463
H 3.7879 -2.1668 0.4761 0.462
O 3.2901 -1.3449 0.5819 -0.947
```

---

C5H23NO5 | ωB97M-V/def2-TZVPD

Output
**Charge**: +1
**LUMO level (spin up / spin down)**: -0.1100 / -0.2816 Eh
**E_HOMO (spin up / spin down)**: -14.34 / -14.34 eV
**Multiplicity**: 2

Structure (XYZ):
```
34
Properties=species:S:1:pos:R:3:nbo_charge:R:1
C 0.6140 -0.8846 -0.2454 -0.481
N 1.0335 0.2775 -1.0294 0.029
C 2.3543 0.7849 -0.7435 -0.493
C -0.1258 2.2150 0.2638 -0.632
C 0.0002 1.3305 -0.9868 -0.095
C 0.2566 2.3597 -2.1700 -0.599
H 0.9997 -0.9829 0.8269 0.250
H -0.4810 -0.9835 -0.0688 0.260
H 1.1947 -1.6758 -0.8068 0.288
H 2.2838 1.7203 -0.1789 0.270
H 2.9251 0.8542 -1.7515 0.274
H 2.9568 0.1497 -0.0932 0.250
H -0.0325 1.6245 1.1804 0.222
H -0.9397 2.9511 0.3498 0.285
H 0.6475 3.0713 0.3134 0.229
H -0.9425 0.7684 -1.1591 0.235
H -0.1382 1.7635 -3.0223 0.226
H -0.2391 3.3129 -2.0676 0.249
H 1.3228 2.4280 -2.2859 0.214
H -1.9848 -1.5975 2.4828 0.470
H -0.7586 -1.6041 3.4490 0.471
O -1.6661 -1.3483 3.3661 -0.942
H 0.1928 -0.0511 3.3245 0.469
H 1.1785 -1.1216 2.9182 0.438
O 1.0085 -0.4134 3.6820 -0.897
H -0.0299 -3.2340 -3.2028 0.478
H -0.3739 -1.7838 -3.4970 0.458
O -0.7812 -2.6641 -3.4208 -0.934
H 0.0278 -4.4975 -0.2103 0.487
H -0.9579 -3.9454 -1.2779 0.495
O -0.0978 -3.7833 -0.8806 -0.978
H -3.2971 0.9366 2.5672 0.478
H -2.9666 2.3878 2.4607 0.471
O -3.1839 1.6350 1.9140 -0.947
```

---

C5H23NO6 | ωB97M-V/def2-TZVPD

Output
**Charge**: +1
**LUMO level (spin up / spin down)**: -0.1663 / -0.2928 Eh
**E_HOMO (spin up / spin down)**: -13.14 / -13.14 eV
**Multiplicity**: 2

Structure (XYZ):
```
35
Properties=species:S:1:pos:R:3:nbo_charge:R:1
C -2.3123 -2.1710 -0.7296 -0.613
C -3.0688 -0.9288 -0.2525 -0.519
N -0.3919 -0.6025 1.5052 -0.893
C -1.1848 0.4163 0.9578 0.446
C -2.3058 0.2708 0.1068 0.090
C -0.7604 1.7815 1.3911 -0.699
H -2.0883 -2.1980 -1.7977 0.235
H -2.8268 -3.0918 -0.4736 0.251
H -1.3074 -2.3269 -0.3453 0.230
H -3.8599 -0.6841 -0.9574 0.258
H -3.6186 -1.2335 0.6554 0.288
H -0.9413 -1.1189 2.1957 0.420
H -0.0595 -1.2418 0.7714 0.432
H -2.5836 1.1686 -0.4401 0.226
H -1.1902 2.5760 0.7868 0.247
H 0.3223 1.7300 1.4583 0.281
H -1.1782 1.8970 2.3986 0.287
H 0.9530 -0.7855 -0.7103 0.494
H 1.8686 -1.9131 -1.2092 0.508
O 1.0065 -1.7446 -0.8176 -0.987
H 0.3777 -3.1623 2.0523 0.449
H 0.7472 -3.3905 0.5840 0.479
O 0.6832 -3.8349 1.4396 -0.925
H 1.9792 4.1673 2.5342 0.480
H 2.7412 3.0057 3.1853 0.485
O 2.7716 3.6269 2.4465 -0.945
H 1.5122 1.5351 -1.8499 0.482
H 2.6550 0.6144 -2.1223 0.504
O 1.9132 0.7224 -1.5136 -0.968
H 3.3369 3.0264 0.8307 0.492
H 2.5872 2.0708 -0.1133 0.454
O 3.3998 2.5745 -0.0270 -0.970
H -0.3197 -0.6961 -3.6509 0.474
H 0.5806 0.2925 -4.5034 0.482
O 0.5622 -0.3519 -3.7860 -0.954
```

---

C5H23NO7S | ωB97M-V/def2-TZVPD

Output
**Charge**: 0
**LUMO level**: 0.0145 Eh
**E_HOMO**: -9.02 eV

Structure (XYZ):
```
37
Properties=species:S:1:pos:R:3:nbo_charge:R:1
C 2.8415 -1.8394 -0.3085 -0.522
C 2.1711 -2.7410 0.7242 -0.493
S 2.4173 -2.2246 2.4680 -0.048
C 2.1544 -0.5390 -0.6305 0.681
N 1.0738 -0.5071 -1.4368 -0.419
C 0.2791 -1.7120 -1.6126 -0.418
C 0.3719 0.7605 -1.4910 -0.429
O 2.6989 0.5040 -0.2577 -0.673
H 3.0651 -2.4868 -1.1562 0.230
H 3.8349 -1.5807 0.0488 0.249
H 2.6319 -3.7206 0.7431 0.226
H 1.1014 -2.8437 0.5687 0.220
H 1.9835 -0.9583 2.3800 0.114
H 0.8644 -2.4819 -2.1005 0.207
H -0.2609 -1.9889 -0.7181 0.214
H -0.4553 -1.5150 -2.3784 0.211
H -0.5054 0.7629 -2.1251 0.223
H 1.0011 1.5737 -1.8291 0.215
H 0.0796 1.0311 -0.4803 0.204
H -3.8122 1.6594 -1.5957 0.471
H -2.5585 1.6775 -0.7730 0.511
O -3.0549 1.1013 -1.3829 -0.995
H -1.5050 2.9860 1.1351 0.512
H -2.5614 3.8686 0.5474 0.475
O -2.2336 2.9637 0.4852 -0.999
H 1.6196 2.7641 0.4976 0.510
H 1.6416 1.8560 1.5937 0.494
O 1.0133 2.4840 1.2017 -0.928
H -1.6934 -0.3180 0.6553 0.477
H -2.5771 -0.8119 1.7809 0.474
O -1.7105 -0.4244 1.6145 -0.951
H -0.9202 1.7868 2.8090 0.474
H 0.3135 2.5452 2.2956 0.467
O -0.5604 2.6763 2.6841 -0.982
H -3.2510 -0.9135 -0.8173 0.495
H -2.8231 -1.7596 -2.0398 0.474
O -2.6751 -1.6349 -1.0995 -0.971
```

---

C5H24BFeN10O5 | ωB97M-V/def2-TZVPD

Output
**Charge**: +1
**LUMO level (spin up / spin down)**: -0.0794 / -0.2124 Eh
**E_HOMO (spin up / spin down)**: -4.44 / -11.93 eV
**Multiplicity**: 9

Structure (XYZ):
```
46
Properties=species:S:1:pos:R:3:nbo_charge:R:1
Fe 0.0191 0.0178 0.3868 1.797
B -0.3922 -0.2817 2.5838 -0.793
H -0.5266 -0.5076 3.7375 0.070
H -1.4424 -0.3902 1.9917 -0.014
H -0.0485 0.8500 2.3703 0.036
H 0.3408 -1.0615 2.0550 0.045
C 2.9051 0.4639 1.6634 0.286
O 1.8921 0.5191 0.8485 -0.812
N 4.2354 0.3691 1.1836 -0.501
N 2.8695 0.7382 3.0591 -0.646
H 4.9685 -0.0372 1.7609 0.358
H 4.4266 0.4165 0.1826 0.294
H 3.7388 0.7391 3.5682 0.394
H 1.9844 0.8840 3.5236 0.424
C -2.9605 -0.7733 -0.3651 0.820
O -1.9224 -0.0807 -0.3915 -0.761
N -3.1071 -1.7502 0.5636 -0.815
N -3.9933 -0.5445 -1.1953 -0.805
H -2.4285 -1.8167 1.3029 0.435
H -3.9668 -2.2677 0.6111 0.402
H -4.7166 -1.2350 -1.2850 0.410
H -3.9521 0.2687 -1.7833 0.417
C 0.5496 -3.2070 -0.1558 0.798
O 0.2744 -2.0165 0.0434 -0.750
N -0.2661 -4.2317 0.1873 -0.807
N 1.7454 -3.5392 -0.7159 -0.840
H 0.0964 -5.1604 0.0470 0.402
H -1.0085 -4.0828 0.8443 0.412
H 1.8784 -4.4834 -1.0430 0.392
H 2.2563 -2.8011 -1.1789 0.388
C 0.4963 0.5387 -2.6694 0.706
O 0.7038 0.1554 -1.4992 -0.771
N -0.6573 1.1437 -3.0100 -0.831
N 1.4316 0.3362 -3.6153 -0.855
H -0.9538 1.2976 -3.9582 0.409
H -1.3190 1.2524 -2.2556 0.416
H 2.2611 -0.1735 -3.3421 0.385
H 1.4276 0.8506 -4.4799 0.403
C -0.7100 3.2213 0.1023 0.816
O -0.3974 2.0365 0.2509 -0.739
N -0.4010 3.9149 -1.0116 -0.816
N -1.4261 3.8567 1.0602 -0.809
H -0.6702 4.8792 -1.1036 0.403
H 0.3149 3.5644 -1.6269 0.420
H -1.6413 4.8369 1.0211 0.403
H -1.9085 3.2909 1.7364 0.421
```

---

C5H24FN11O5 | ωB97M-V/def2-TZVPD

Output
**Charge**: 0
**LUMO level**: -0.0337 Eh
**E_HOMO**: -8.51 eV

Structure (XYZ):
```
46
Properties=species:S:1:pos:R:3:nbo_charge:R:1
N 0.8444 1.7179 2.5052 -0.889
H 0.3938 1.3348 1.6459 0.498
H 1.8487 1.6088 2.5697 0.428
H 0.4100 1.3529 3.3517 0.426
H 0.5445 2.6951 2.5430 0.452
F -0.2129 0.5372 0.4235 -0.857
C -1.0216 -0.6997 -2.8905 0.765
O -0.7940 -1.1368 -4.0228 -0.692
N -1.7801 -1.3490 -2.0003 -0.850
N -0.5572 0.4856 -2.4092 -0.871
H -2.1034 -2.2798 -2.1885 0.405
H -2.1193 -0.8692 -1.1730 0.412
H 0.1875 0.9880 -2.8591 0.384
H -0.4586 0.4294 -1.3953 0.403
C -3.5941 1.3834 -0.3328 0.764
O -4.7896 1.6927 -0.4196 -0.674
N -3.2009 0.1856 0.1789 -0.873
N -2.5899 2.2625 -0.3275 -0.849
H -3.8216 -0.5739 0.4031 0.432
H -2.2700 0.1443 0.5588 0.393
H -1.6432 2.0066 -0.1035 0.413
H -2.8258 3.0686 -0.8881 0.401
C -1.8166 -3.2652 0.6499 0.773
O -2.9503 -2.7934 0.6177 -0.705
N -0.6562 -2.6035 0.6438 -0.850
N -1.6977 -4.6238 0.6960 -0.852
H -0.6411 -1.6126 0.8180 0.412
H 0.1824 -3.1400 0.4669 0.429
H -0.8526 -5.1685 0.6432 0.383
H -2.4944 -5.2056 0.5040 0.398
C 2.8253 -2.0583 0.8956 0.776
O 2.1130 -3.0524 0.7908 -0.678
N 2.4561 -0.7791 0.5783 -0.882
N 4.0387 -2.1299 1.4448 -0.830
H 3.1875 -0.1019 0.6646 0.382
H 1.4571 -0.6673 0.4516 0.448
H 4.4982 -3.0239 1.4983 0.411
H 4.6316 -1.3261 1.5460 0.375
C 1.5282 3.4534 -0.3730 0.767
O 0.5225 3.7624 0.2663 -0.696
N 2.2375 4.3631 -1.0532 -0.822
N 1.9040 2.1755 -0.6669 -0.886
H 3.0277 4.0708 -1.5996 0.383
H 2.1009 5.3522 -0.9411 0.412
H 1.2430 1.4308 -0.4856 0.440
H 2.7081 1.9579 -1.2260 0.389
```

---

C5H24N2O6 | ωB97M-V/def2-TZVPD

Output
**Charge**: 0
**LUMO level**: 0.0175 Eh
**E_HOMO**: -9.13 eV
**SMILES string**: CNCCNCCO.O.O.O.O.O

Structure (XYZ):
```
37
Properties=species:S:1:pos:R:3:nbo_charge:R:1
C -3.1642 1.3396 1.5400 -0.422
N -2.1871 0.2412 1.6577 -0.652
C -0.7786 0.7043 1.6000 -0.259
C -0.0041 -0.1801 0.6361 -0.228
N -0.3859 -0.0560 -0.7614 -0.665
C 0.1773 1.1473 -1.4067 -0.240
C -0.4146 1.2066 -2.7788 -0.070
O -1.7705 1.5795 -2.6217 -0.746
H -3.2137 1.9007 2.4798 0.177
H -2.8390 2.0868 0.8123 0.198
H -4.0787 0.9203 1.1334 0.205
H -2.3369 -0.2453 2.5329 0.361
H -0.3407 0.5434 2.5925 0.181
H -0.7389 1.7704 1.3852 0.203
H -0.1858 -1.2167 0.9198 0.198
H 1.0615 -0.0523 0.8080 0.174
H -1.3968 -0.0102 -0.8057 0.374
H 1.2427 0.9326 -1.4278 0.212
H -0.0629 1.9894 -0.7650 0.192
H 0.1147 1.9090 -3.4351 0.167
H -0.2800 0.2727 -3.3275 0.176
H -2.2066 1.8771 -3.4223 0.481
O -1.5162 -3.2088 -1.0748 -0.949
H -1.7500 -2.3365 -0.7373 0.475
H -2.3240 -3.7107 -0.9324 0.474
O 1.1926 -2.4439 -1.2948 -0.986
H 0.4516 -1.8686 -1.0515 0.502
H 0.8262 -3.2907 -1.5584 0.492
O 4.1868 0.1437 1.2901 -0.954
H 4.2511 -0.7485 0.9193 0.497
H 3.2437 0.3239 1.1955 0.449
O 1.9835 2.3377 1.1596 -0.935
H 2.9047 2.4535 1.4360 0.485
H 1.6822 1.5837 1.6723 0.457
O 3.2358 -2.7341 0.4979 -0.998
H 2.6015 -2.5250 -0.2265 0.511
H 2.8193 -2.6356 1.3593 0.465
```

---

Quick rundown of energy, same order as above: -32743.71561 -18208.42006 -17275.62674 -19323.81922 -32215.53561 -65766.90838 -34925.78434 -20838.85884 eV
Quick rundown of ΔE to the lowest compared entry with this formula, charge and spin, same order as above: 0.804 1.268 2.669 1.944 0.748 0.000 0.775 1.749 eV